[1]
171
Properties=species:S:1:pos:R:3:forces:R:3 method="wB97M-V/def2-TZVPD" e_homo_ev="-3.35 / -4.34" total_charge=-1 multiplicity=3 lumo_ev="1.351 / 0.691" gap_ev="4.7002 / 5.0275" s2=2.139
Ti 1.432957 -0.719942 0.247907 0.035 0.191 -0.358
C -5.560143 0.761558 -3.081593 0.004 -0.125 -0.044
C -5.704743 -0.168842 -4.287693 -0.188 0.217 -0.128
C -5.778543 0.696758 -5.556093 0.073 -0.200 -0.016
C -7.015543 -0.963242 -4.192493 0.158 -0.023 0.023
C -4.493943 -1.105542 -4.503793 -0.232 0.119 -0.238
O -4.157643 -1.421042 -5.631993 -0.034 0.022 -0.109
N -3.714543 -1.508142 -3.463493 0.854 -0.277 0.168
C -4.007543 -1.632142 -2.094993 -0.173 0.010 0.298
C -5.181043 -2.274742 -1.711293 0.136 -0.010 -0.115
C -5.605243 -2.265542 -0.396993 -0.027 0.130 0.064
C -4.877743 -1.552242 0.542507 -0.224 -0.011 0.020
C -3.668043 -0.989442 0.185107 0.075 0.014 -0.146
C -3.155043 -1.107542 -1.111593 -0.521 0.041 -0.042
C -1.724243 -0.806042 -1.263693 0.856 0.213 -0.087
C -1.222743 0.455358 -0.869593 -0.522 -0.375 -0.287
C -1.846043 1.694258 -1.197993 0.092 0.264 0.155
C -0.989643 2.679958 -0.798393 0.050 -0.281 -0.136
C 0.076557 2.030958 -0.098593 0.177 0.708 0.408
N -0.033943 0.670758 -0.244993 -0.275 -0.146 -0.258
C 0.834957 2.661458 0.899707 -0.108 -0.512 -0.225
C 1.427057 1.900758 1.924407 -0.029 0.321 -0.106
C 1.880957 2.323858 3.197707 0.012 -0.116 -0.154
C 2.196457 1.172058 3.896407 0.018 -0.038 -0.097
C 1.916257 0.088358 3.046007 -0.069 0.454 -0.026
C 2.448857 -1.313442 3.240607 -0.200 0.159 -0.223
C 2.532157 -3.030442 1.328407 -0.049 -0.703 -0.245
N 2.206457 -2.574442 0.117407 0.419 -0.698 0.286
C 3.005057 -3.165542 -0.828193 0.037 -0.129 -0.645
C 2.548557 -3.011942 -2.163793 0.388 0.365 0.520
C 1.138457 -2.634542 -2.199693 -0.771 -0.446 0.245
C 0.154457 -3.456242 -2.813693 0.175 0.242 0.188
C -1.070243 -2.982342 -2.410093 0.029 0.168 0.248
C -0.818343 -1.816642 -1.634393 -0.531 -0.083 0.022
N 0.542057 -1.655842 -1.481093 0.013 0.093 -0.475
C 3.190557 -3.379542 -3.400593 0.111 -0.082 -0.361
C 4.238757 -4.312942 -3.452693 -0.166 0.158 0.131
C 4.812857 -4.716242 -4.638193 0.095 -0.137 -0.172
C 4.333157 -4.222242 -5.840693 0.089 0.021 0.184
C 3.342357 -3.257442 -5.832893 -0.054 -0.040 -0.290
C 2.799457 -2.792542 -4.643193 0.295 -0.197 0.068
N 1.928757 -1.694242 -4.644793 -0.090 -0.150 0.521
C 1.741457 -0.763142 -5.614293 -0.236 0.424 0.104
O 2.230757 -0.827542 -6.725393 0.113 -0.047 -0.238
C 0.863057 0.432358 -5.183793 -0.114 0.239 -0.275
C -0.513743 -0.038642 -4.705393 0.187 -0.047 -0.066
C 0.673857 1.311358 -6.424693 0.167 -0.188 0.093
C 1.567357 1.226658 -4.073493 -0.056 -0.197 -0.080
C 3.927157 -3.990042 -0.135193 0.086 0.079 -0.226
C 3.597057 -3.929342 1.215507 -0.167 0.273 0.371
C 2.366957 -1.599742 4.723107 -0.002 0.144 0.138
C 3.418857 -2.029642 5.516607 0.045 -0.033 -0.050
C 3.283457 -2.274742 6.874107 0.040 -0.037 0.113
C 2.046257 -2.134342 7.469307 0.045 0.079 0.016
C 0.970857 -1.747342 6.696607 -0.023 0.017 -0.076
C 1.107757 -1.444142 5.346407 0.069 -0.099 0.439
N -0.031943 -1.071642 4.632207 0.301 -0.158 -0.656
C -1.280043 -0.735842 5.120907 -0.281 -0.068 0.214
O -2.262743 -1.286842 4.668207 -0.069 0.107 0.026
C -1.448643 0.454758 6.077507 -0.117 0.152 0.252
C -0.158243 1.209758 6.375107 -0.085 -0.063 -0.006
C -2.395443 1.401758 5.321807 0.028 -0.144 -0.058
C -2.151843 0.010458 7.368407 0.100 -0.080 -0.198
N 1.469657 0.530458 1.862807 -0.186 0.727 0.883
C 0.754657 4.136258 1.043507 -0.180 0.042 0.009
C 1.819857 4.940558 0.674107 -0.046 -0.016 0.032
C 1.734757 6.319258 0.765107 0.105 0.061 -0.042
C 0.575557 6.901158 1.241907 -0.035 -0.037 -0.051
C -0.486443 6.111458 1.653707 -0.054 0.033 0.088
C -0.415643 4.726758 1.561607 0.244 0.229 -0.252
N -1.382143 3.832358 2.052407 0.590 -0.369 0.404
C -2.716643 3.559158 1.921107 -0.311 0.143 -0.117
O -3.086243 2.468258 2.311107 -0.193 -0.215 0.021
C -3.735843 4.569758 1.386907 -0.302 -0.009 -0.074
C -3.332843 5.192758 0.050907 0.084 -0.043 0.150
C -5.055843 3.815958 1.179907 0.225 -0.022 0.118
C -3.993443 5.636058 2.458107 0.161 -0.094 -0.054
H -6.353343 1.507958 -3.106293 -0.074 0.056 -0.036
H -4.606943 1.282858 -3.113193 0.145 0.103 0.012
H -5.630243 0.232758 -2.136993 -0.017 0.012 0.132
H -6.646843 1.351358 -5.519393 -0.093 0.068 0.122
H -5.851443 0.063158 -6.435593 0.002 0.024 -0.070
H -4.884643 1.307558 -5.655293 0.106 0.078 -0.051
H -7.856043 -0.298942 -4.391793 -0.045 0.049 -0.013
H -7.156143 -1.388042 -3.202793 -0.042 -0.057 0.042
H -7.028843 -1.762342 -4.931193 -0.062 -0.082 -0.075
H -2.802043 -1.835642 -3.763293 -0.122 -0.021 -0.069
H -5.754043 -2.784742 -2.469593 -0.040 -0.057 -0.075
H -6.509243 -2.787642 -0.118193 -0.073 0.000 0.026
H -5.234543 -1.458042 1.555807 0.014 -0.009 0.140
H -3.087443 -0.455242 0.923007 0.127 -0.046 0.120
H -2.778543 1.805158 -1.724293 -0.114 -0.062 -0.022
H -1.075343 3.742458 -0.939293 -0.064 0.086 0.052
H 1.924057 3.336558 3.557507 0.016 0.156 -0.030
H 2.595357 1.099958 4.891207 0.009 -0.020 0.165
H 0.365057 -4.313442 -3.426493 0.032 -0.113 -0.087
H -2.028043 -3.420742 -2.620993 -0.188 -0.007 -0.061
H 4.592157 -4.736042 -2.530193 0.013 -0.091 0.130
H 5.620257 -5.435342 -4.630393 0.036 -0.062 0.042
H 4.746557 -4.555942 -6.780793 0.032 -0.036 -0.079
H 2.999557 -2.835342 -6.761893 0.000 0.053 0.013
H 1.509557 -1.508542 -3.739193 -0.022 0.222 -0.437
H -1.016443 -0.609842 -5.484393 -0.089 -0.100 -0.059
H -1.132743 0.826258 -4.469093 -0.049 0.107 0.059
H -0.445643 -0.648742 -3.809793 -0.026 -0.068 0.124
H 0.100657 0.764758 -7.170893 -0.043 0.048 -0.116
H 1.635857 1.557458 -6.867693 0.035 0.079 -0.027
H 0.150057 2.231658 -6.175693 -0.107 0.053 0.123
H 1.626057 0.667358 -3.138693 0.023 -0.021 0.053
H 1.019457 2.146058 -3.869293 -0.098 0.054 0.001
H 2.577057 1.495358 -4.378893 0.134 0.054 0.011
H 4.713957 -4.592942 -0.546393 0.025 -0.133 -0.123
H 4.073357 -4.469542 2.011207 0.052 -0.162 0.180
H 4.383357 -2.194442 5.078707 0.171 0.012 -0.129
H 4.141757 -2.584842 7.453307 0.047 -0.040 0.008
H 1.908057 -2.329242 8.521907 -0.003 -0.072 0.112
H -0.014343 -1.688042 7.128607 -0.116 -0.044 0.106
H -0.112043 -1.518442 3.722307 -0.149 0.000 0.141
H 0.362557 1.432758 5.447207 0.030 0.080 0.032
H 0.510057 0.649758 7.023707 0.078 0.020 0.038
H -0.396343 2.149158 6.871207 -0.054 0.108 0.066
H -1.995443 1.656558 4.345707 0.035 0.074 -0.146
H -2.539143 2.318358 5.888507 0.038 0.135 0.141
H -3.360643 0.931058 5.164507 -0.093 -0.063 -0.055
H -1.460743 -0.465942 8.061107 0.056 -0.076 0.093
H -2.951643 -0.688642 7.131107 -0.085 -0.018 0.016
H -2.583943 0.873558 7.873407 -0.003 0.090 0.025
H 2.714357 4.467858 0.298407 0.106 -0.055 -0.058
H 2.572157 6.929358 0.463407 0.069 0.085 -0.038
H 0.491357 7.976658 1.304707 0.004 0.069 0.046
H -1.356143 6.594358 2.068307 -0.061 -0.058 0.026
H -0.923343 2.965858 2.338807 -0.239 0.144 0.030
H -3.247143 4.415558 -0.704593 0.002 -0.035 -0.128
H -2.390843 5.730258 0.104007 0.045 0.063 -0.066
H -4.109443 5.889258 -0.262593 -0.045 0.071 -0.039
H -4.921143 2.975558 0.506107 -0.009 -0.116 -0.105
H -5.801943 4.490158 0.766507 -0.074 0.134 -0.076
H -5.416243 3.428558 2.127507 -0.089 -0.099 0.054
H -3.135543 6.278458 2.625907 0.027 0.084 0.050
H -4.245143 5.154058 3.400307 -0.059 -0.001 0.126
H -4.834043 6.255258 2.149507 -0.062 0.085 -0.010
C 5.153957 -1.483442 2.928807 0.010 0.230 -0.263
C 3.762957 -1.145542 2.480107 0.802 0.374 -0.245
N 3.547657 -0.671742 1.305707 -0.513 -0.320 0.144
N 4.544657 -0.452342 0.420507 0.314 0.051 -0.598
C 4.042257 -0.146342 -0.753893 1.343 -0.297 1.108
O 2.784757 -0.025942 -0.978593 -0.368 0.188 -0.443
C 5.048957 -0.062142 -1.833593 -0.062 0.092 -0.398
C 6.385157 0.214458 -1.547393 -0.167 0.056 0.026
C 7.332157 0.139858 -2.550693 0.105 0.036 0.045
C 6.967057 -0.220342 -3.840093 -0.013 -0.047 -0.053
C 5.637757 -0.474042 -4.132793 0.054 0.008 -0.134
C 4.685157 -0.383142 -3.136393 -0.136 0.117 0.290
C 1.645657 -2.468042 2.422107 0.241 -0.420 -0.111
C 1.229757 -3.615042 3.300207 -0.424 -0.197 0.107
C -0.007643 -4.136542 3.222407 0.613 0.126 0.123
C -0.980543 -3.541142 2.376407 -0.271 0.625 -0.720
C -0.639043 -2.417142 1.667307 -1.124 -0.898 0.119
N 0.557857 -1.833642 1.679207 0.372 -0.096 0.725
H 5.812257 -1.236842 2.094507 0.027 -0.067 0.154
H 5.254157 -2.547542 3.143307 -0.078 0.001 0.077
H 5.450057 -0.905042 3.803307 -0.024 0.003 0.058
H 6.653257 0.487158 -0.537293 0.067 -0.062 0.031
H 8.367657 0.348158 -2.323093 0.095 0.036 0.017
H 7.716757 -0.309442 -4.613793 0.057 0.025 -0.045
H 5.339157 -0.760842 -5.130193 -0.041 -0.029 -0.120
H 3.647757 -0.578042 -3.347293 -0.068 -0.048 -0.022
H 1.998057 -4.044942 3.923007 0.070 -0.113 0.097
H -0.288643 -5.004342 3.804907 0.129 -0.039 0.105
H -1.978443 -3.939142 2.317207 -0.162 0.091 -0.002
H -1.393243 -1.920642 1.064107 0.094 -0.068 0.033

[2]
49
Properties=species:S:1:pos:R:3:forces:R:3 method="wB97M-V/def2-TZVPD" e_homo_ev="-4.61 / -5.24" multiplicity=1 lumo_ev="0.425 / 0.421" gap_ev="5.0389 / 5.6634"
O 3.091181 1.722268 -2.261548 0.548 0.873 -0.273
H 3.932424 2.149391 -2.510962 -0.601 -0.579 0.169
Sn -0.230013 0.276081 -0.147923 0.085 1.192 -0.060
N -2.083463 -0.797000 -1.023749 -0.227 -0.050 0.873
N 0.267260 -0.609041 -2.264496 0.037 -0.466 0.029
O -3.433598 -0.684035 -0.586495 -0.032 0.270 0.986
O 1.439828 -0.592407 -3.043510 0.756 0.615 0.544
C -2.051527 -1.092947 -2.314976 1.491 -0.211 -0.673
C -0.755068 -1.112852 -2.943070 -1.060 0.230 0.462
C -3.325847 -1.414569 -2.996436 -0.188 -0.419 -0.874
C -0.520836 -1.634260 -4.313787 -0.536 -0.157 -0.556
H -4.158165 -0.882468 -2.527142 0.239 -0.121 -0.386
H -3.532855 -2.493230 -2.912303 -0.119 0.195 -0.073
H -3.253064 -1.165304 -4.062227 -0.171 -0.094 0.218
H 0.503411 -2.004412 -4.407518 -0.338 0.022 -0.079
H -0.677887 -0.839333 -5.057989 0.172 -0.206 0.033
H -1.236910 -2.433753 -4.528409 0.164 0.065 -0.094
H -3.382764 -0.664794 0.384687 0.148 -0.097 -0.491
H 2.014281 0.094977 -2.630653 -0.454 -0.483 -0.391
O -0.125101 -2.151239 0.380207 0.021 -1.269 -0.250
H -0.964411 -2.599751 0.139165 0.628 0.504 0.011
H 0.596916 -2.754661 0.099222 -0.561 0.657 0.191
C 2.213038 2.763363 -1.783382 -0.097 -0.032 0.066
H 2.186462 2.709796 -0.683644 -0.187 0.140 -0.349
H 1.213092 2.570221 -2.202646 0.335 0.116 0.307
H 2.540729 3.773606 -2.093342 -0.059 -0.534 0.072
O -1.917537 2.661515 -0.346451 -0.967 0.575 0.018
H -2.705551 2.769927 -0.915888 0.500 -0.082 0.409
H -2.135747 3.132942 0.477259 0.100 -0.180 -0.413
C -2.521449 0.349232 3.793627 -0.895 0.343 -1.414
C -1.566663 0.027945 4.760547 1.638 -0.444 0.367
C -0.243637 -0.193287 4.377902 -1.090 0.193 0.477
C 0.077900 -0.196676 3.000725 1.864 0.124 -0.328
N -0.907195 0.009677 2.072551 -0.770 0.347 -0.625
C -2.151502 0.371210 2.452572 0.661 -0.261 1.299
C 1.463907 -0.224665 2.493930 -1.576 0.359 0.621
C 2.590195 -0.136605 3.337507 1.087 -0.043 -0.220
C 3.858682 -0.010455 2.770766 -0.940 -0.126 1.003
C 4.007038 0.097194 1.381766 -0.328 -0.057 -1.312
C 2.862761 0.009035 0.591376 0.100 0.213 0.989
N 1.632721 -0.143261 1.137853 0.788 -0.403 -0.484
H -3.542231 0.611822 4.054549 0.171 -0.029 0.073
H -1.846308 -0.022066 5.811721 0.115 0.107 -0.214
H 0.537388 -0.307789 5.133763 -0.384 -0.136 -0.292
H -2.827453 0.757888 1.681954 0.196 -0.329 0.138
H 2.442619 -0.119550 4.419982 0.276 -0.136 -0.420
H 4.734192 0.013777 3.410624 -0.099 0.137 0.005
H 4.970810 0.278695 0.895445 -0.345 -0.197 0.331
H 2.919931 0.129854 -0.501152 -0.098 -0.134 0.580